Entry from the OMol25 dataset: a structure of composition C47H58N4O2P2S2V at a distorted geometry (ωB97M-V with the def2-TZVPD basis set).

- energy relative to the best compared isomer or geometry (same formula, charge and spin) (eV) = 1.127
- maximum force (eV/Å) = 1.95
- E_tot (a.u.) = -4618.25104
- LUMO level (spin up / spin down) (eV) = 0.131 / -0.133
- HOMO-LUMO gap (spin up / spin down) (Ha) = 0.2217 / 0.2948
- HOMO (spin up / spin down) (eV) = -5.901 / -8.155

ORCA input file:
```
! RIJCOSX wB97M-V def2-TZVPD def2/J DEFGRID3
* xyz 0 4
V 0.865 -0.586 -0.406
C 2.590 -0.946 0.922
C 2.936 -1.723 -0.220
C 1.967 -2.743 -0.362
C 1.011 -2.587 0.689
C 1.429 -1.520 1.510
C 0.851 -1.130 2.832
C -0.172 -3.466 0.987
C 2.162 -3.986 -1.185
C 4.236 -1.603 -0.956
C 3.452 0.100 1.553
H 1.537 -1.403 3.638
H -0.099 -1.632 3.007
H 0.685 -0.055 2.878
H -0.262 -4.280 0.271
H -1.103 -2.893 0.956
H -0.089 -3.898 1.986
H 1.529 -4.791 -0.813
H 3.201 -4.305 -1.086
H 1.963 -3.851 -2.246
H 4.269 -2.265 -1.819
H 5.056 -1.872 -0.284
H 4.417 -0.582 -1.296
H 4.158 -0.372 2.241
H 2.849 0.807 2.122
H 4.025 0.650 0.806
C -2.783 3.042 -7.709
S -2.160 1.383 -8.087
C -0.837 1.256 -6.848
C -1.293 0.699 -5.505
C -0.049 0.403 -4.658
N -0.287 0.129 -3.243
P -0.007 -1.376 -2.536
C -1.472 -2.416 -2.886
C -1.456 -3.755 -2.495
C -2.574 -4.552 -2.683
C -3.724 -4.013 -3.242
C -3.750 -2.679 -3.623
C -2.629 -1.883 -3.440
C 1.240 -2.088 -3.682
C 2.444 -1.384 -3.739
C 3.425 -1.748 -4.643
C 3.213 -2.823 -5.497
C 2.029 -3.539 -5.432
C 1.035 -3.166 -4.535
P 0.107 1.235 -1.784
C 0.560 2.728 -2.729
C 1.851 3.234 -2.604
C 2.227 4.370 -3.302
C 1.322 5.001 -4.138
C 0.036 4.496 -4.275
C -0.341 3.360 -3.581
C -1.662 1.512 -1.346
C -2.167 2.799 -1.163
C -3.507 2.992 -0.873
C -4.367 1.910 -0.784
C -3.868 0.624 -0.922
C -2.518 0.428 -1.168
H -3.611 3.225 -8.389
H -2.000 3.778 -7.878
H -3.135 3.082 -6.680
H -0.395 2.247 -6.728
H -0.089 0.594 -7.289
H -1.860 -0.217 -5.673
H -1.942 1.415 -4.996
H 0.627 1.261 -4.732
H 0.457 -0.440 -5.129
H -0.561 -4.173 -2.046
H -2.547 -5.595 -2.393
H -4.599 -4.635 -3.376
H -4.644 -2.257 -4.062
H -2.651 -0.835 -3.706
H 2.586 -0.537 -3.074
H 4.351 -1.191 -4.701
H 3.971 -3.096 -6.219
H 1.871 -4.384 -6.090
H 0.101 -3.709 -4.510
H 2.555 2.738 -1.944
H 3.224 4.774 -3.182
H 1.616 5.889 -4.682
H -0.678 4.997 -4.917
H -1.343 2.965 -3.680
H -1.510 3.654 -1.234
H -3.874 3.996 -0.707
H -5.421 2.066 -0.593
H -4.527 -0.231 -0.824
H -2.128 -0.578 -1.226
C 0.757 1.910 5.619
C -0.756 1.729 5.679
C -1.504 2.477 4.574
S -1.387 1.639 2.938
O -2.071 2.535 1.977
C -2.579 0.262 3.311
C -3.978 0.508 2.774
C -4.713 1.669 3.438
H 1.252 1.270 6.350
H 1.030 2.942 5.837
H 1.140 1.674 4.630
H -1.124 2.086 6.644
H -0.991 0.661 5.624
H -1.069 3.463 4.404
H -2.562 2.592 4.806
H -2.575 0.093 4.389
H -2.144 -0.607 2.815
H -4.554 -0.412 2.913
H -3.902 0.703 1.707
H -4.727 1.563 4.525
H -5.745 1.703 3.087
H -4.237 2.612 3.174
O 0.583 0.889 0.607
N 0.499 2.059 -0.042
C 0.773 3.226 0.583
C 0.574 4.459 -0.067
N 0.425 5.504 -0.541
C 1.362 3.292 1.857
N 1.913 3.358 2.873
*
```



Entry from the OMol25 dataset: the molecule C3H5N3O (ωB97M-V with the def2-TZVPD basis set).

- SMILES = [H]/N=C(\N)[C@@H]1NC1=O
- energy relative to the best compared isomer or geometry (same formula, charge and spin) (eV) = 2.020
- maximum force (eV/Å) = 0.69
- E_tot (a.u.) = -356.78316
- LUMO level (eV) = 0.704
- HOMO-LUMO gap (Ha) = 0.3776
- HOMO (eV) = -9.571

ORCA input file:
```
! RIJCOSX wB97M-V def2-TZVPD def2/J DEFGRID3
* xyz 0 1
H -2.103 -1.124 0.020
N -1.303 -0.680 0.469
C -0.350 -0.449 -0.348
N -0.278 -0.777 -1.681
C 0.869 0.231 0.197
N 0.974 0.292 1.686
C 0.604 1.422 1.038
O 0.230 2.551 1.159
H -1.143 -0.966 -2.165
H 0.427 -0.326 -2.245
H 1.812 0.062 -0.321
H 0.262 -0.238 2.190
*
```



Entry from the OMol25 dataset: a structure of composition C11H25N4O10PbS at a distorted geometry (ωB97M-V with the def2-TZVPD basis set).

- maximum force (eV/Å) = 4.71
- E_tot (a.u.) = -1996.42561
- LUMO level (spin up / spin down) (eV) = -1.247 / -1.573
- HOMO-LUMO gap (spin up / spin down) (Ha) = 0.2379 / 0.2722
- HOMO (spin up / spin down) (eV) = -7.719 / -8.982

ORCA input file:
```
! RIJCOSX wB97M-V def2-TZVPD def2/J DEFGRID3
* xyz 0 2
Pb 2.866 -1.217 1.596
N 0.385 -0.730 -0.414
O -0.478 -0.645 -1.296
O 1.018 0.206 -0.036
O 0.666 -1.831 0.095
C -1.758 1.935 0.341
C -1.165 2.118 1.777
O -1.607 3.320 2.195
S -2.318 4.193 1.025
O -1.296 4.906 0.228
O -3.461 5.000 1.518
O -2.808 2.882 0.191
H -2.025 0.878 0.360
H -1.005 2.085 -0.432
H -0.095 1.923 1.846
H -1.628 1.436 2.490
C -1.490 -2.639 -5.070
C -0.970 -1.265 -5.315
O -0.973 -0.765 -6.449
N -0.489 -0.496 -4.275
C -0.235 0.935 -4.374
H -2.111 -2.774 -5.956
H -2.119 -2.568 -4.182
H -0.779 -3.458 -4.958
H -0.584 -0.781 -3.311
H 0.795 1.287 -4.319
H -0.816 1.546 -3.682
H -0.664 1.419 -5.251
C -1.250 -5.969 1.417
C -2.145 -4.743 1.516
O -3.355 -4.887 1.552
N -1.551 -3.568 1.541
C -2.301 -2.290 1.643
H -1.540 -6.762 2.107
H -0.177 -5.787 1.464
H -1.548 -6.253 0.407
H -0.559 -3.434 1.406
H -2.277 -2.077 2.712
H -3.348 -2.493 1.420
H -1.843 -1.505 1.042
C 5.208 2.060 3.439
C 4.169 2.146 2.436
O 3.798 1.104 1.911
N 3.732 3.306 2.122
C 2.599 3.500 1.223
H 5.485 3.071 3.737
H 6.077 1.677 2.904
H 4.948 1.365 4.238
H 4.132 4.125 2.557
H 1.933 2.640 1.303
H 2.820 3.402 0.160
H 2.137 4.471 1.403
*
```



Entry from the OMol25 dataset: a structure of composition C4H6I2O at a distorted geometry (ωB97M-V with the def2-TZVPD basis set).

- energy relative to the best compared isomer or geometry (same formula, charge and spin) (eV) = 0.110
- maximum force (eV/Å) = 3.54
- E_tot (a.u.) = -826.60298
- LUMO level (eV) = -0.656
- HOMO-LUMO gap (Ha) = 0.3222
- HOMO (eV) = -9.423

ORCA input file:
```
! RIJCOSX wB97M-V def2-TZVPD def2/J DEFGRID3
* xyz 0 1
C 0.949 -0.281 1.287
C -0.487 0.173 1.107
C 0.847 -0.249 -1.295
C 1.676 -0.114 0.041
O 1.366 -0.759 2.301
I 3.488 -1.208 -0.214
I 2.130 2.085 0.177
H -0.634 0.756 1.977
H -1.102 -0.613 0.926
H -0.685 0.727 0.215
H 0.158 -1.056 -1.157
H 1.529 -0.390 -2.106
H 0.242 0.585 -1.575
*
```



Entry from the OMol25 dataset: a structure of composition I2LiNO3 at a distorted geometry (ωB97M-V with the def2-TZVPD basis set).

- energy relative to the best compared isomer or geometry (same formula, charge and spin) (eV) = 0.247
- maximum force (eV/Å) = 7.10
- E_tot (a.u.) = -883.39673
- LUMO level (eV) = 4.470
- HOMO-LUMO gap (Ha) = 0.2319
- HOMO (eV) = -1.840

ORCA input file:
```
! RIJCOSX wB97M-V def2-TZVPD def2/J DEFGRID3
* xyz -2 1
Li 0.882 -0.315 -2.127
N -0.243 -0.365 2.478
O 0.508 -0.962 1.747
O -0.073 0.614 3.091
O -1.420 -0.654 2.276
I 1.787 -0.798 -5.579
I -1.440 2.479 -1.885
*
```